(1)
Computed, not measured: C28H34Br60N2O3PS as an isolated structure at a distorted geometry, with wB97M-V/def2-TZVPD.

Results
Multiplicity: 1
Orbital gap, eV: 7.34
Charge: +1

Geometry as XYZ:
```
129
Properties=species:S:1:pos:R:3:forces:R:3:mulliken_charge:R:1
N -2.890 -0.221 -3.579 -0.06 -2.61 1.95 -0.32
P -3.139 -1.632 -2.854 -3.71 3.29 -4.38 0.73
O -3.251 -2.837 -4.075 -0.55 1.18 3.60 -0.44
O -4.640 -1.562 -2.046 2.87 -1.17 -0.52 -0.13
S -1.583 -2.066 -1.440 1.83 -0.94 0.70 0.04
C -1.869 -3.753 -0.632 0.14 -1.39 -0.49 -0.60
C -2.782 -4.731 -1.511 0.10 -0.89 0.03 0.33
C -2.952 -6.111 -0.676 0.10 0.69 0.64 -0.26
O -1.658 -6.627 -0.237 -0.69 0.71 -0.06 -0.51
C 0.066 -2.249 -2.269 2.34 -1.16 -2.21 0.44
C 0.350 -3.457 -3.180 3.52 3.12 0.75 0.13
C 1.784 -3.410 -3.701 -2.08 1.54 1.88 -0.62
C 2.694 -2.265 -3.302 -0.64 -0.04 -1.09 -0.33
N 2.463 -1.112 -2.507 -4.26 -4.65 -1.28 -0.48
C 1.132 -1.201 -2.044 -0.99 0.36 0.56 -0.49
H -3.696 0.392 -3.347 0.80 -0.29 -0.17 0.10
H -4.056 -3.367 -3.845 0.70 0.23 -0.45 0.33
H -4.659 -0.759 -1.465 -0.03 -0.58 -0.35 -0.02
H -0.829 -4.242 -0.563 -1.51 1.00 -0.03 0.43
H -2.279 -3.577 0.423 0.43 -0.03 -1.65 0.46
H -2.294 -5.041 -2.508 -0.47 0.85 1.53 0.05
H -3.809 -4.275 -1.770 1.47 -0.76 0.75 -0.16
H -3.429 -6.920 -1.322 0.40 1.26 0.95 0.31
H -3.542 -5.858 0.265 0.26 -0.56 -1.39 0.00
H -1.568 -6.537 0.734 -0.29 -0.10 -0.85 0.32
H -0.379 -4.287 -3.430 1.02 1.29 0.37 0.25
H 2.172 -4.241 -4.377 -0.52 1.40 1.11 0.38
H 3.785 -2.330 -3.720 -3.09 0.54 -0.18 0.44
H 0.813 -0.317 -1.377 0.51 -1.50 -1.09 0.38
C 6.295 -4.003 -1.409 0.40 0.03 0.19 -0.46
Br 5.513 -5.625 -0.690 0.03 0.37 -0.14 0.05
Br 4.954 -2.853 -2.217 1.95 -1.18 1.59 0.10
Br 7.343 -3.055 -0.085 -0.14 -0.20 -0.19 0.08
H 6.978 -4.304 -2.202 -0.17 0.10 0.19 0.37
C 6.339 0.251 2.096 0.14 -0.14 -0.03 -0.33
Br 4.832 -0.032 0.909 0.19 0.11 0.18 0.07
Br 7.765 1.240 1.232 -0.33 -0.20 0.18 0.07
Br 5.786 1.079 3.759 0.08 -0.10 -0.30 -0.03
H 6.738 -0.731 2.345 -0.13 0.23 -0.07 0.28
C -5.372 -6.843 3.105 -0.05 -0.10 0.13 -0.40
Br -4.584 -5.145 3.606 -0.08 -0.25 -0.17 0.01
Br -6.332 -6.713 1.425 0.22 0.01 0.22 0.04
Br -4.058 -8.269 3.074 -0.22 0.34 -0.08 -0.01
H -6.100 -7.097 3.873 0.18 0.08 -0.20 0.39
C 1.750 1.006 3.604 0.06 0.15 0.10 0.39
Br 1.308 2.028 2.016 -0.04 -0.29 0.23 0.00
Br 0.847 1.692 5.178 0.00 -0.20 -0.47 -0.03
Br 1.420 -0.889 3.353 0.03 0.29 0.02 -0.05
H 2.820 1.124 3.772 -0.21 -0.02 -0.07 -0.30
C -8.430 -5.749 -1.810 -0.35 -0.08 0.06 -0.31
Br -9.509 -6.628 -3.159 0.33 0.24 0.29 0.05
Br -6.588 -5.537 -2.386 -0.14 -0.03 0.05 0.05
Br -9.207 -4.064 -1.249 0.22 -0.30 -0.14 0.01
H -8.417 -6.400 -0.938 0.05 0.17 -0.21 0.22
C 11.532 -3.406 0.425 0.07 -0.01 -0.03 -0.36
Br 11.083 -2.368 -1.151 0.07 -0.19 0.31 -0.01
Br 10.659 -2.720 2.016 0.10 -0.11 -0.31 -0.01
Br 11.181 -5.296 0.167 0.00 0.38 0.05 -0.01
H 12.604 -3.300 0.580 -0.28 -0.02 -0.03 0.37
C -5.678 -0.187 1.623 -0.34 0.03 0.16 -0.39
Br -4.010 -1.163 1.495 -0.10 0.09 0.02 0.04
Br -6.067 0.792 -0.007 0.11 -0.17 0.23 0.09
Br -7.148 -1.338 2.142 0.37 0.22 -0.20 0.02
H -5.556 0.550 2.416 0.02 -0.15 -0.23 0.41
C 3.928 4.619 5.409 0.02 0.15 0.05 0.10
Br 2.488 5.701 6.125 0.25 -0.31 -0.16 -0.01
Br 4.070 2.914 6.322 0.10 0.32 -0.14 -0.06
Br 3.782 4.401 3.488 -0.27 -0.05 0.44 -0.12
H 4.854 5.159 5.597 -0.22 -0.16 -0.02 0.00
C 5.336 6.427 9.553 -0.05 -0.06 0.19 0.40
Br 3.923 7.642 10.089 0.26 -0.26 -0.17 -0.01
Br 4.861 4.577 9.886 0.06 0.38 -0.10 -0.01
Br 5.872 6.713 7.710 0.04 0.02 0.33 0.05
H 6.202 6.652 10.175 -0.26 -0.09 -0.22 -0.38
C 8.438 5.665 1.689 0.01 -0.10 -0.03 -0.38
Br 6.904 4.871 2.572 0.46 0.27 -0.22 0.12
Br 9.006 7.300 2.565 -0.12 -0.28 -0.15 -0.05
Br 9.899 4.403 1.501 -0.22 0.26 0.08 -0.04
H 8.121 5.937 0.684 0.09 -0.05 0.27 0.37
C -8.728 4.169 1.007 -0.05 0.06 -0.01 -0.32
Br -7.733 4.062 2.668 -0.08 -0.07 -0.41 0.01
Br -7.574 4.575 -0.500 -0.20 -0.14 0.28 -0.02
Br -9.789 2.574 0.699 0.27 0.28 0.07 0.00
H -9.424 5.000 1.107 0.18 -0.21 0.00 0.34
C 4.268 -9.278 -1.874 0.11 -0.09 0.00 -0.31
Br 3.815 -8.229 -3.442 0.03 -0.19 0.27 0.00
Br 3.404 -8.596 -0.277 0.11 -0.13 -0.28 -0.04
Br 3.904 -11.163 -2.139 0.02 0.43 0.05 -0.03
H 5.341 -9.178 -1.723 -0.28 0.00 -0.04 0.35
C -13.044 -6.556 -5.650 -0.15 0.05 0.02 -0.30
Br -12.252 -4.864 -5.132 -0.15 -0.30 -0.16 -0.02
Br -13.988 -6.422 -7.338 0.25 -0.03 0.33 -0.03
Br -11.737 -7.991 -5.669 -0.19 0.26 -0.03 -0.06
H -13.782 -6.808 -4.891 0.21 0.05 -0.19 0.38
C -1.527 2.657 -6.223 0.16 -0.05 -0.12 0.34
Br -0.320 3.788 -7.234 -0.26 -0.27 0.22 0.01
Br -0.609 1.699 -4.810 0.00 0.35 -0.31 0.03
Br -3.049 3.650 -5.545 0.31 -0.14 -0.11 -0.01
H -1.915 1.910 -6.913 0.09 0.18 0.22 -0.37
C 2.473 7.182 -6.701 0.02 0.01 0.12 -0.30
Br 2.919 6.023 -8.191 -0.12 0.21 0.24 -0.03
Br 3.274 8.938 -6.888 -0.17 -0.35 -0.01 -0.04
Br 0.557 7.289 -6.423 0.39 0.09 -0.08 -0.02
H 2.900 6.731 -5.807 -0.11 0.11 -0.24 0.36
C 9.044 6.513 12.500 0.07 -0.01 0.16 -0.33
Br 10.732 5.567 12.386 -0.38 0.18 -0.04 -0.01
Br 8.642 7.469 10.860 0.16 -0.16 0.22 -0.03
Br 7.593 5.339 13.024 0.24 0.22 -0.19 -0.03
H 9.149 7.259 13.285 -0.04 -0.18 -0.22 0.37
C -2.999 -0.245 -9.643 -0.01 -0.05 -0.20 -0.37
Br -3.924 0.754 -8.261 0.08 -0.20 -0.17 0.08
Br -2.967 0.716 -11.327 0.02 -0.16 0.39 -0.01
Br -1.219 -0.770 -9.078 -0.31 0.18 -0.05 -0.02
H -3.564 -1.159 -9.808 0.13 0.24 0.07 0.34
C 11.382 7.476 5.687 0.00 0.03 -0.08 -0.13
Br 9.855 6.696 6.591 0.26 0.13 -0.11 0.09
Br 11.977 9.106 6.553 -0.11 -0.33 -0.12 -0.02
Br 12.827 6.199 5.482 -0.29 0.24 0.07 -0.01
H 11.054 7.749 4.686 0.09 -0.10 0.26 0.07
C -9.612 6.015 5.934 0.09 0.01 0.07 -0.29
Br -10.042 7.073 4.366 0.03 -0.20 0.27 -0.01
Br -10.485 6.698 7.525 0.14 -0.15 -0.36 -0.03
Br -9.986 4.133 5.657 -0.04 0.34 0.13 -0.02
H -8.539 6.107 6.095 -0.28 -0.02 -0.05 0.35
C -6.847 3.135 -6.972 0.01 0.11 -0.15 -0.28
Br -6.332 1.814 -5.648 -0.21 0.12 -0.17 0.01
Br -8.328 2.523 -8.062 0.30 0.11 0.28 -0.02
Br -7.208 4.860 -6.164 0.07 -0.38 -0.11 -0.01
H -5.995 3.267 -7.638 -0.18 -0.04 0.19 0.27
```
Forces are in eV/Å.

***

(2)
Computed, not measured: C28H34BrCl3N8O6SSiZr as an isolated structure, with wB97M-V/def2-TZVPD.

Results
Energy above the lowest of the compared OMol25 structures with the same formula, charge and spin, kcal/mol: 0.0
Multiplicity: 1
Orbital gap, eV: 7.73

Geometry as XYZ:
```
83
Properties=species:S:1:pos:R:3:forces:R:3:mulliken_charge:R:1
Zr 1.237 0.353 -1.062 0.03 0.01 -0.21 0.03
N 1.685 0.172 -5.561 0.04 -0.06 -0.03 -0.38
C 1.521 -0.213 -4.273 0.00 -0.02 0.03 0.64
S 2.824 0.180 -3.171 -0.11 0.05 0.01 -0.55
N 0.448 -0.871 -3.958 0.01 -0.02 -0.02 -1.39
N 0.440 -1.208 -2.608 0.07 -0.04 0.04 1.22
C -0.071 -2.347 -2.331 -0.04 0.01 -0.01 -0.92
C -0.086 -2.939 -1.007 0.02 0.00 -0.01 0.99
C -0.932 -4.028 -0.773 0.00 -0.01 0.00 -0.67
C -0.978 -4.652 0.457 -0.01 0.00 -0.01 -0.66
C -0.134 -4.202 1.470 0.01 0.01 0.00 -0.82
C 0.733 -3.149 1.253 -0.03 -0.03 0.01 -0.11
C 0.768 -2.488 0.019 0.07 0.00 0.05 0.16
O 1.596 -1.464 -0.141 -0.08 -0.02 0.15 -0.85
H 2.408 0.830 -5.785 -0.02 0.02 0.00 0.23
H 0.958 -0.026 -6.225 -0.01 0.02 0.01 0.25
H -0.489 -2.922 -3.156 0.00 0.00 0.00 0.38
H -1.572 -4.369 -1.579 0.00 0.00 0.00 0.41
H -1.655 -5.477 0.629 0.00 0.00 0.00 0.43
H -0.156 -4.681 2.442 0.00 0.00 0.00 0.43
H 1.387 -2.788 2.037 0.00 0.00 0.00 0.47
C -1.470 1.876 -4.166 0.01 0.00 0.00 -1.24
C -1.187 2.064 -2.711 -0.05 -0.06 -0.03 0.51
O -0.218 1.479 -2.192 0.07 0.14 0.02 -0.08
N -1.976 2.867 -2.012 -0.01 0.00 0.00 -0.01
C -1.891 3.072 -0.581 0.01 0.01 0.00 0.20
C -2.999 2.363 0.167 -0.02 0.00 -0.02 0.43
C -2.889 2.165 1.538 0.00 0.01 0.01 -0.01
C -3.926 1.536 2.202 0.00 0.00 0.00 -0.53
C -5.037 1.130 1.478 -0.01 0.01 -0.01 -0.22
C -5.057 1.381 0.117 -0.01 0.00 0.01 -0.68
N -4.065 1.989 -0.535 0.01 -0.01 0.00 -0.47
H -0.622 2.280 -4.720 0.00 0.00 0.00 0.18
H -2.388 2.369 -4.480 0.00 0.00 0.00 0.46
H -1.514 0.806 -4.368 0.00 0.00 0.00 0.28
H -2.806 3.206 -2.470 -0.01 -0.03 0.00 0.34
H -1.948 4.145 -0.385 0.02 0.00 0.00 0.35
H -0.914 2.741 -0.236 -0.02 -0.02 0.00 -0.76
H -1.993 2.472 2.062 0.00 0.00 0.00 0.28
H -3.861 1.348 3.266 0.00 0.00 0.00 0.41
H -5.865 0.621 1.952 0.00 0.00 0.00 0.47
H -5.907 1.080 -0.485 0.00 0.00 0.00 0.40
C 2.607 0.623 3.334 0.00 -0.01 0.00 -0.91
N 2.998 1.168 2.032 -0.01 0.03 0.03 0.30
C 2.155 2.179 1.462 -0.03 -0.06 -0.05 -1.51
C 3.690 0.417 1.117 0.04 -0.13 0.00 0.22
N 3.367 0.462 -0.141 -0.03 0.06 -0.01 0.10
N 4.693 -0.367 1.602 0.01 0.00 -0.02 0.21
C 5.583 0.109 2.649 0.00 0.00 0.01 -1.18
C 5.230 -1.414 0.752 0.00 0.01 0.01 -1.17
H 1.533 0.433 3.361 0.00 0.01 0.00 0.08
H 2.865 1.318 4.131 0.00 0.00 0.00 0.23
H 3.121 -0.320 3.490 0.01 0.00 0.00 0.50
H 1.440 3.841 2.024 -0.01 0.02 -0.01 0.41
H 0.464 1.013 1.470 -0.10 0.03 0.03 0.11
H 2.713 2.686 0.681 -0.01 0.01 0.00 0.62
H 4.061 0.023 -0.732 0.03 0.06 -0.01 0.19
H 5.189 1.017 3.095 0.00 0.00 0.00 0.37
H 6.568 0.333 2.228 0.00 0.00 0.00 0.39
H 5.703 -0.648 3.426 0.00 0.00 0.00 0.35
H 5.970 -1.033 0.038 0.00 0.00 0.00 0.36
H 4.419 -1.900 0.212 0.00 -0.01 0.00 0.29
H 5.720 -2.154 1.384 0.00 0.00 0.00 0.36
O 1.014 1.601 0.827 0.19 -0.08 -0.04 1.25
O 1.750 3.038 2.464 0.03 -0.02 0.03 -0.69
Br -6.255 -3.699 1.559 0.00 0.00 0.00 -0.18
C -4.658 -2.696 1.378 0.00 0.00 0.00 -0.32
C -4.288 -2.235 0.126 0.00 -0.01 -0.01 -0.70
C -3.121 -1.497 0.001 -0.01 0.01 0.01 0.07
C -2.347 -1.217 1.119 0.01 0.01 0.00 0.59
C -2.732 -1.691 2.367 0.00 -0.01 0.00 -0.71
C -3.890 -2.439 2.504 0.01 0.00 0.00 -0.68
C -1.112 -0.387 0.987 -0.02 -0.07 -0.05 0.56
O -0.523 0.006 2.017 0.00 0.00 -0.02 -0.94
O -0.741 -0.109 -0.201 -0.07 0.08 0.08 0.57
H -4.904 -2.450 -0.737 0.00 0.00 0.00 0.55
H -2.808 -1.121 -0.964 0.01 0.00 0.00 0.25
H -2.114 -1.465 3.225 0.00 0.00 0.00 0.44
H -4.198 -2.817 3.469 0.00 0.00 0.00 0.47
Cl 1.724 3.622 -3.766 0.01 0.02 0.03 -0.37
Si 2.188 2.970 -1.800 -0.06 0.06 0.00 0.73
Cl 4.228 3.477 -1.627 0.05 0.00 -0.02 -0.38
Cl 1.297 4.626 -0.687 0.01 -0.01 0.02 -0.41
```
Forces are in eV/Å.

***

(3)
Computed, not measured: C28H34BrClINO4ReSe2 as an isolated structure at a distorted geometry, with wB97M-V/def2-TZVPD.

Results
Energy above the lowest of the compared OMol25 structures with the same formula, charge and spin, kcal/mol: 0.0
Multiplicity: 2
Orbital gap (spin up / spin down), eV: 6.02 / 6.22

Geometry as XYZ:
```
73
Properties=species:S:1:pos:R:3:forces:R:3:lowdin_spin:R:1
Re -0.965 -0.452 0.588 -0.38 1.32 0.38 0.72
O -2.783 0.433 3.486 0.15 -0.14 -0.14 0.00
C -3.181 -0.690 4.246 -0.04 -0.05 0.00 0.00
C -2.450 -1.994 3.884 0.18 0.13 -0.23 0.00
C -2.892 -2.959 5.007 0.08 -0.18 -0.03 0.00
O -2.356 -4.268 4.896 0.01 0.07 0.03 0.00
C -0.921 -1.912 3.946 -0.05 0.19 0.01 0.01
Se 0.103 -0.722 2.755 -0.52 -0.02 -0.34 0.16
C -2.879 -2.642 2.554 -0.15 0.19 0.05 -0.01
Se -3.139 -1.498 0.981 0.61 -0.09 0.00 -0.08
H -3.059 1.235 3.937 -0.03 0.02 0.05 0.00
H -4.259 -0.866 4.124 0.00 -0.01 0.03 0.00
H -2.988 -0.503 5.309 -0.05 -0.01 0.02 0.00
H -3.988 -2.991 5.031 -0.01 -0.01 0.02 0.00
H -2.546 -2.580 5.969 0.02 -0.02 0.01 0.00
H -2.732 -4.699 4.123 -0.05 0.00 0.00 0.00
H -0.522 -2.910 3.780 -0.01 -0.07 0.09 0.01
H -0.610 -1.597 4.945 0.01 0.03 -0.01 0.00
H -3.835 -3.157 2.680 -0.03 0.02 -0.02 0.00
H -2.132 -3.383 2.267 -0.03 -0.10 0.07 0.00
C -1.467 7.360 -1.320 -0.03 0.02 0.02 0.00
C -2.253 6.946 -0.065 0.02 0.05 -0.02 0.00
C -3.708 7.404 -0.222 0.03 -0.02 0.02 0.00
C -1.651 7.664 1.153 -0.02 -0.05 -0.01 0.00
C -2.156 5.430 0.096 0.02 0.00 0.00 0.01
C -1.069 4.845 0.724 0.02 0.03 -0.01 0.00
C -0.968 3.470 0.813 0.17 -0.24 0.09 0.01
Br 0.564 2.766 1.677 -0.06 0.07 0.01 0.00
C -1.935 2.604 0.296 -0.02 0.33 -0.18 0.01
O -1.792 1.270 0.358 0.45 -0.43 0.19 0.09
C -3.065 3.186 -0.326 -0.03 -0.23 0.00 0.01
C -3.125 4.572 -0.414 -0.01 0.03 -0.07 0.00
C -4.260 2.340 -0.796 -0.03 -0.01 0.06 0.00
C -4.912 1.734 0.461 0.04 -0.07 -0.08 0.00
C -3.866 1.238 -1.793 0.01 0.06 0.03 0.00
C -5.325 3.187 -1.501 0.00 -0.03 0.01 0.00
H -1.473 8.449 -1.428 0.00 -0.04 -0.01 0.00
H -1.911 6.923 -2.217 0.02 0.00 0.02 0.00
H -0.430 7.025 -1.256 -0.02 0.02 0.00 0.00
H -3.749 8.495 -0.216 0.00 -0.01 -0.02 0.00
H -4.330 7.034 0.597 0.01 0.02 -0.02 0.00
H -4.140 7.069 -1.166 -0.01 0.00 0.04 0.00
H -1.884 8.729 1.107 0.03 -0.01 -0.02 0.00
H -0.564 7.569 1.183 -0.03 -0.02 0.03 0.00
H -2.057 7.265 2.085 0.00 0.03 -0.02 0.00
H -0.273 5.440 1.148 -0.03 0.00 -0.01 0.00
H -3.975 5.009 -0.914 0.01 -0.02 0.06 0.00
H -4.191 1.183 1.062 0.02 -0.04 0.02 0.00
H -5.715 1.045 0.177 0.01 0.05 0.01 0.00
H -5.338 2.529 1.079 0.00 -0.02 -0.01 0.00
H -3.159 0.529 -1.378 0.06 -0.04 0.04 0.00
H -3.425 1.675 -2.692 -0.01 -0.01 0.02 0.00
H -4.760 0.681 -2.085 0.02 0.04 -0.02 0.00
H -5.751 3.942 -0.838 -0.01 0.01 -0.03 0.00
H -6.138 2.531 -1.817 0.02 0.03 0.01 0.00
H -4.925 3.680 -2.391 -0.04 -0.01 0.02 0.00
Cl 4.547 -4.472 -0.735 0.00 0.01 -0.01 0.00
C 3.476 -3.117 -0.552 0.05 0.03 0.00 0.01
C 3.978 -1.845 -0.589 0.01 -0.10 0.01 -0.01
C 3.131 -0.732 -0.462 -0.09 0.29 0.02 0.01
I 3.885 1.202 -0.598 0.00 -0.13 0.02 0.00
C 1.772 -0.885 -0.252 0.28 0.08 -0.06 -0.01
O 0.905 0.090 -0.163 -0.65 -0.45 0.07 -0.02
C 1.278 -2.211 -0.185 -0.06 -0.02 0.02 0.00
N -0.073 -2.294 0.042 0.17 -0.49 -0.30 0.01
C -0.643 -3.484 -0.050 0.00 -0.01 0.13 0.03
C 0.090 -4.653 -0.285 0.09 -0.07 -0.03 0.00
C 1.451 -4.597 -0.414 -0.03 -0.01 0.04 0.03
C 2.092 -3.342 -0.374 -0.09 0.04 -0.03 0.00
H 5.040 -1.698 -0.724 -0.02 0.02 -0.02 0.00
H -1.715 -3.514 0.089 0.01 0.02 -0.04 0.00
H -0.439 -5.594 -0.349 0.01 0.02 0.02 0.00
H 2.038 -5.493 -0.563 -0.01 0.01 -0.01 0.00
```
Forces are in eV/Å.